{
  "formula": "C21H18BrCrN11O8",
  "method": "wB97M-V/def2-TZVPD",
  "symbols": ["Cr", "N", "C", "N", "C", "N", "C", "C", "N", "C", "C", "N", "H", "H", "H", "H", "H", "O", "C", "C", "C", "C", "C", "C", "C", "O", "N", "O", "O", "H", "H", "H", "H", "N", "N", "C", "N", "N", "N", "O", "O", "H", "H", "H", "H", "H", "Br", "C", "C", "C", "C", "C", "C", "C", "O", "O", "H", "H", "H", "H"],
  "coordinates": [[-0.5596, 0.1209, -0.7188], [3.1156, -0.2730, -2.7517], [2.4267, -0.6483, -1.6751], [1.3676, 0.1333, -1.5755], [1.4639, 0.9604, -2.6534], [2.5195, 0.7527, -3.3937], [0.4022, 1.9400, -2.8735], [0.4112, 2.9364, -3.8386], [-0.5927, 3.7975, -3.9454], [-1.6038, 3.6727, -3.0970], [-1.6390, 2.6742, -2.1300], [-0.6298, 1.8152, -2.0279], [3.9797, -0.6536, -3.1046], [2.6970, -1.4389, -0.9964], [1.2419, 3.0324, -4.5261], [-2.4194, 4.3796, -3.1808], [-2.4671, 2.5438, -1.4464], [-1.0236, -1.0114, -2.3467], [-2.1459, -1.4541, -2.6415], [-3.3748, -1.1759, -1.9733], [-4.5388, -1.7755, -2.4920], [-5.7429, -1.5053, -1.9128], [-5.8517, -0.6393, -0.8167], [-4.7315, -0.0474, -0.2992], [-3.4544, -0.3006, -0.8536], [-2.4224, 0.2810, -0.3188], [-6.9570, -2.1344, -2.4530], [-6.8221, -2.8866, -3.3943], [-8.0082, -1.8609, -1.9166], [-2.1937, -2.1172, -3.5129], [-4.4888, -2.4435, -3.3416], [-6.8281, -0.4535, -0.3922], [-4.7911, 0.6160, 0.5523], [-0.1009, 1.2308, 0.8454], [-0.3905, 0.5068, 2.0304], [-0.2906, -0.8111, 1.9925], [-0.2041, -1.5181, 3.1169], [-0.3152, -1.3023, 0.7314], [0.1698, -2.5631, 0.4940], [0.4800, -2.7738, -0.6603], [0.2321, -3.3748, 1.3932], [1.6768, 1.3756, 0.9961], [-0.5802, 2.1199, 0.9427], [-0.3504, 0.9941, 2.9131], [0.0558, -1.0478, 3.9683], [-0.0550, -2.5127, 3.0319], [1.9614, 1.2503, 4.7613], [3.6972, 0.6620, 4.2470], [4.6749, 0.6338, 5.2275], [5.9368, 0.1538, 4.9148], [6.2102, -0.3216, 3.6399], [5.2179, -0.3069, 2.6752], [3.9578, 0.2071, 2.9622], [2.9187, 0.2166, 1.8873], [2.4760, 1.4239, 1.6062], [2.5311, -0.7947, 1.3411], [4.4464, 0.9770, 6.2267], [6.7028, 0.1398, 5.6782], [7.1907, -0.7099, 3.4020], [5.4119, -0.6913, 1.6822]],
  "forces_ev_per_a": [[0.0006, 0.0514, -0.1920], [0.0535, -0.0008, 0.0115], [-0.0013, 0.0765, 0.0654], [-0.0919, -0.2209, 0.0211], [0.0200, 0.1032, -0.0848], [-0.0154, -0.0180, 0.0557], [-0.0150, 0.0835, 0.0451], [-0.0042, -0.0274, 0.0273], [0.0396, 0.0219, -0.0386], [-0.1015, -0.0328, 0.1063], [0.0735, 0.0114, -0.1142], [-0.0377, -0.1866, 0.0907], [-0.0066, -0.0022, -0.0075], [0.0129, -0.0220, -0.0206], [0.0025, -0.0055, 0.0040], [0.0149, 0.0040, -0.0245], [-0.0017, 0.0153, 0.0044], [-0.0445, 0.0577, 0.1250], [0.0488, -0.0012, 0.0109], [-0.0002, -0.0441, -0.0718], [-0.0084, 0.0654, 0.0913], [-0.0409, -0.0273, -0.0457], [0.0303, 0.0161, 0.0152], [0.0561, -0.0495, -0.0487], [-0.0356, -0.0176, 0.0789], [-0.0806, 0.1049, -0.0321], [0.0757, -0.0142, 0.0318], [0.0041, -0.0274, -0.0647], [-0.0672, 0.0330, 0.0300], [-0.0498, 0.0059, -0.0016], [0.0043, -0.0052, -0.0059], [-0.0101, -0.0108, -0.0099], [-0.0005, 0.0043, -0.0004], [0.2335, 0.1350, -0.0356], [-0.1233, 0.0450, -0.0282], [0.0330, 0.0699, 0.3273], [-0.0194, 0.0910, 0.0493], [0.0702, -0.0364, -0.2897], [-0.1210, 0.1462, -0.1100], [0.0578, -0.0608, -0.0419], [0.0710, -0.3080, -0.0103], [-0.1014, -0.0427, 0.4044], [-0.1727, -0.0676, -0.1261], [0.1426, -0.0301, -0.0037], [0.0469, 0.0282, 0.0117], [-0.0524, 0.0535, 0.0042], [-0.0179, 0.0192, 0.0386], [0.0889, -0.0447, 0.0532], [-0.0585, 0.0174, 0.0104], [0.0308, -0.0155, -0.0326], [-0.0261, 0.0075, 0.0461], [-0.0126, 0.0155, -0.0224], [-0.0703, -0.0142, -0.0228], [0.0544, 0.0301, 0.1962], [0.1146, 0.1651, -0.2716], [0.0032, -0.1533, -0.1920], [0.0061, 0.0028, -0.0019], [0.0011, 0.0007, -0.0036], [-0.0013, 0.0001, -0.0009], [-0.0006, 0.0049, -0.0001]],
  "mulliken_charge": [-0.55, 0.18, -0.67, 0.91, 0.23, -0.77, 0.35, -0.44, -0.54, -0.42, -0.41, 0.44, 0.21, 0.67, 0.48, 0.40, 0.56, -0.36, -0.24, 1.14, -0.78, -0.51, -0.43, -0.74, 0.30, -0.27, 1.03, -0.61, -0.61, 0.35, 0.58, 0.52, 0.51, -0.20, -0.10, 0.30, -0.34, 0.40, 1.12, -0.64, -0.80, 0.50, 0.21, 0.30, 0.14, 0.23, -0.21, 0.10, -0.53, -0.53, -0.70, -0.33, 0.50, 0.62, -0.54, -0.58, 0.41, 0.40, 0.40, 0.40],
  "charge": 1,
  "relative_energy_kj_mol": 0.0,
  "lumo_energy_ev": [-3.6035, -3.8560],
  "spin_multiplicity": 4,
  "orbital_gap_ha": [0.292, 0.291],
  "homo_energy_ev": [-11.5, -11.8]
}

=====

{
  "formula": "C21H18ClFN6O",
  "method": "wB97M-V/def2-TZVPD",
  "symbols": ["N", "O", "F", "Cl", "C", "N", "N", "C", "C", "C", "C", "C", "C", "C", "C", "C", "C", "C", "C", "C", "C", "C", "C", "C", "N", "N", "N", "C", "C", "C", "H", "H", "H", "H", "H", "H", "H", "H", "H", "H", "H", "H", "H", "H", "H", "H", "H", "H"],
  "coordinates": [[8.6239, 2.2702, 5.3938], [1.1061, 1.8446, 6.4914], [1.4003, -0.4937, -4.5923], [-1.9091, 2.8308, 1.2217], [7.4648, 2.0290, 5.3564], [5.2270, 2.5981, 5.8586], [4.3986, 0.0564, 5.0257], [1.1245, 0.9391, 5.7044], [5.6444, 0.3821, 5.0228], [3.9132, 2.2864, 5.7171], [6.0956, 1.6460, 5.5322], [3.4627, 1.0314, 5.3595], [-0.7417, -0.8637, -7.4569], [-1.8026, -0.0835, -7.0657], [0.3647, -0.9323, -6.6661], [-0.9300, -0.8234, 3.5181], [-1.0801, 1.5717, 3.3721], [-1.8859, 0.4276, -5.7414], [-1.3623, -0.9026, 2.1879], [0.3115, -0.4223, -5.3741], [-1.5887, 1.4208, 2.0698], [-0.5983, 0.4044, 4.0673], [-0.8089, 0.3030, -4.9445], [-1.5782, 0.2022, 1.4704], [2.2141, 0.6543, 5.0178], [-0.0975, 0.5035, 5.3347], [-1.2592, 0.0191, -2.4868], [-0.8139, 1.0196, -3.4914], [-2.0375, -0.0131, 0.0145], [-0.9533, 0.5256, -1.0584], [6.3275, -0.3603, 4.5532], [3.2446, 3.0812, 5.9060], [-0.5651, -1.2233, -8.4639], [-2.5469, 0.1464, -7.7756], [1.3262, -1.2085, -7.1549], [-0.6306, -1.7363, 4.1138], [-0.9858, 2.5151, 3.8620], [-2.7400, 0.8665, -5.2185], [-1.4930, -1.9053, 1.7897], [2.0810, -0.0923, 4.3333], [-0.7959, 0.8297, 5.9435], [-2.2814, -0.3275, -2.5775], [-1.4845, 1.8317, -3.4641], [0.1569, 1.3032, -3.0755], [-2.9531, 0.5621, -0.0736], [-2.2417, -1.0364, -0.2053], [0.0314, 0.1191, -0.7656], [-0.9535, 1.6041, -1.1850]],
  "forces_ev_per_a": [[-3.9190, -0.7470, -0.4795], [1.1069, 1.1860, 2.9310], [0.0305, 0.0705, 0.0797], [-0.6867, 1.3839, -0.9146], [4.3864, 0.6208, 1.1463], [-0.6922, -0.9992, -0.3527], [-2.2466, 0.9720, 0.0114], [-1.9460, 3.4205, -0.0023], [1.7349, 0.3326, 0.2405], [0.8983, 0.0834, 0.7065], [-1.0295, -0.3165, -1.5187], [3.7483, -1.1832, -1.0731], [0.1789, 1.0735, -0.9430], [-0.8546, -0.1536, 1.2799], [2.0334, -0.2145, 1.0928], [1.5414, -1.0910, 0.2567], [0.6402, -2.1474, -0.0528], [-0.6097, -0.3657, -1.3869], [0.8378, -2.3177, 2.5660], [-0.2266, 0.5477, -0.8319], [1.8241, 0.8269, 2.5544], [-2.3437, 0.5390, -3.1495], [2.2574, 0.6993, 3.6230], [-1.7092, -0.6975, -3.4645], [-0.8528, -2.4379, -1.7805], [-0.1608, -2.2188, 0.3665], [-1.3808, -0.8367, 1.4741], [-0.0238, -3.5278, -0.4641], [1.6183, 2.4416, -0.4909], [-1.6147, -1.6755, -1.0261], [-0.2214, 0.6884, 0.7243], [-0.7071, 0.5887, 0.2270], [-0.7057, 0.1094, -0.1221], [-1.0654, 0.0003, -0.5334], [-0.7486, -0.3146, 0.9556], [-0.6250, 1.0156, -0.8360], [-0.0010, 0.6298, -0.0077], [-0.1012, 0.2708, -1.0866], [-0.0179, 0.2774, -0.2604], [0.8017, 0.1220, 0.3403], [-0.4472, 0.6541, 1.2352], [2.2914, 1.2013, 0.0741], [-0.6783, 1.4195, -0.4903], [0.1170, 0.1790, -0.9210], [-0.2618, 0.0402, -0.4500], [-0.0105, -0.7889, 0.0596], [-0.3068, 0.4277, -0.1707], [0.1476, 0.2120, 0.8645]],
  "mulliken_charge": [-0.46, -0.66, -0.28, -0.22, 0.17, -0.53, -0.57, 0.58, -0.24, -0.33, 0.54, 0.40, -0.52, -0.54, -0.33, -0.55, -0.66, -0.26, -0.50, 0.28, 0.42, -0.36, 0.27, 0.83, -0.10, -0.17, -0.35, -0.95, -1.39, -0.40, 0.39, 0.49, 0.32, 0.41, 0.32, 0.33, 0.58, 0.36, 0.32, 0.27, 0.30, 0.26, 0.44, 0.50, 0.39, 0.51, 0.22, 0.47],
  "smiles": "N#Cc1cnc(NC(=O)Nc2ccc(CCNCc3ccccc3F)c(Cl)c2)cn1",
  "relative_energy_kj_mol": 213.5,
  "lumo_energy_ev": -0.6281,
  "orbital_gap_ha": 0.302,
  "homo_energy_ev": -8.8
}